[1]
Computed, not measured: the molecule C11H22N4O4 in a non-equilibrium geometry, with ωB97M-V/def2-TZVPD.

The geometry in XYZ format:
```
41
Properties=species:S:1:pos:R:3:forces:R:3
C 1.55783 0.90321 -1.22298 2.217 -1.085 0.162
C 0.51321 0.64759 -0.18640 -0.879 -0.707 0.675
C 1.62180 -0.22822 -2.29503 -1.837 -0.552 1.572
C 2.39436 -0.00698 -3.52154 1.315 1.954 -1.839
C 3.79679 0.58998 -3.29086 -0.142 -0.166 -0.820
C 4.66716 -0.38855 -2.50568 1.415 0.725 -1.118
C -1.91241 0.00670 0.07828 0.917 0.783 0.648
C -2.46818 0.97421 1.12832 -2.120 1.525 1.273
C -1.65553 -1.32719 0.76102 -0.091 -1.074 -0.599
C -2.98423 -1.93766 1.25466 0.448 1.067 0.405
C -3.29055 -1.54548 2.69981 -1.368 -0.620 -0.736
H 2.72637 1.87261 0.09627 0.496 -0.824 -0.383
H 2.99524 0.27557 0.17084 -0.333 -0.044 -0.178
H 1.36640 1.81627 -1.75014 -0.140 0.829 -0.189
H 2.01896 -1.10926 -1.79049 -0.202 -0.151 0.182
H 0.57685 -0.47001 -2.58812 0.520 -0.034 0.291
H 1.89019 0.70557 -4.22963 0.063 -0.718 0.570
H 2.55714 -0.93869 -4.05458 -0.359 -0.282 -0.126
H 4.23007 0.79971 -4.29533 -0.096 0.019 0.672
H 3.69655 1.52877 -2.74168 0.182 -0.066 -0.123
H 4.03360 -0.93653 -1.85832 -0.397 -0.916 0.545
H 5.22009 -1.04659 -3.20096 -0.649 -0.125 0.276
H 5.23143 0.96065 -1.19609 -0.256 0.871 0.779
H 6.43725 0.64577 -2.23060 -0.273 -0.147 0.024
H -0.96338 1.00242 -1.51644 -0.107 0.100 -0.673
H -2.63430 -0.11662 -0.68133 -1.158 -0.137 -0.610
H -1.00506 -1.17063 1.60499 0.339 -0.172 0.313
H -1.15240 -2.03192 0.05452 -0.317 0.650 0.433
H -3.00826 -3.00080 1.17120 0.360 -0.871 0.248
H -3.81581 -1.62322 0.65879 -0.446 0.399 -0.605
H -4.71367 -0.86072 3.89058 -0.250 -0.240 -0.882
H -5.19015 -0.80658 2.19331 0.891 -0.414 0.948
H -0.67476 1.38815 1.58047 0.078 0.018 0.544
N 2.86519 1.03065 -0.49826 -0.773 1.514 -0.276
N 5.69185 0.22659 -1.67709 0.623 -0.359 -0.301
N -0.76663 0.56433 -0.64775 0.442 -0.265 1.085
N -4.60459 -1.23272 2.93606 -0.559 0.772 0.179
O 0.81275 0.45268 0.99811 -0.724 0.225 -0.869
O -3.67875 1.12441 1.33767 2.648 -0.543 -0.741
O -2.51248 -1.64565 3.60726 1.128 0.079 0.498
O -1.56709 1.67711 1.87251 -0.606 -1.017 -1.253
```
Forces are in eV/Å.

Computed properties:
**M**: 274.3 g mol⁻¹
**HOMO level**: -9.00 eV
**Energy relative to the best compared isomer or geometry (same formula, charge and spin)**: 1.071 eV
**LUMO energy**: 0.23 eV
**Max |F|**: 2.99 eV Å⁻¹
**Net charge**: 0
**Gap between HOMO and LUMO**: 9.229 eV

So, what does the Mulliken scheme give us? The charges, in e, come out as:
1 C -0.268
2 C 0.600
3 C -0.606
4 C -0.968
5 C -0.572
6 C -0.589
7 C -0.468
8 C 0.565
9 C -0.531
10 C -0.748
11 C 0.430
12 H 0.286
13 H 0.278
14 H 0.456
15 H 0.292
16 H 0.399
17 H 0.313
18 H 0.340
19 H 0.366
20 H 0.293
21 H 0.287
22 H 0.450
23 H 0.247
24 H 0.245
25 H 0.331
26 H 0.410
27 H 0.397
28 H 0.391
29 H 0.441
30 H 0.306
31 H 0.253
32 H 0.270
33 H 0.357
34 N -0.466
35 N -0.713
36 N -0.146
37 N -0.479
38 O -0.712
39 O -0.597
40 O -0.600
41 O -0.540



[2]
Computed, not measured: the molecule C11H22N6O4 in a non-equilibrium geometry, with ωB97M-V/def2-TZVPD.

The geometry in XYZ format:
```
43
Properties=species:S:1:pos:R:3:forces:R:3
C 0.97275 -1.53712 -1.39626 -1.364 0.710 -0.836
C 1.22607 -0.70837 -0.11030 0.161 -0.985 0.564
C 0.76972 -3.01446 -1.06698 0.225 -0.201 0.247
C -0.61874 -3.36682 -0.47092 0.743 -1.542 -0.077
C -0.94298 -2.64285 0.80958 1.027 -1.287 0.587
C 0.76931 1.49980 -1.29415 -0.823 -0.457 -1.049
C 1.99554 2.18713 -1.93236 0.208 1.872 0.339
C -0.23509 2.57133 -0.78672 0.827 -1.374 -0.870
C -1.55342 1.97643 -0.32605 -1.146 -1.162 -0.339
C -2.17395 2.74167 0.85316 -1.317 -0.721 0.252
C -0.86460 1.52132 2.49227 1.724 -0.733 -0.386
H 1.98735 -1.84307 -3.15304 0.078 0.909 0.724
H 2.90707 -1.72322 -1.88727 1.929 -0.801 1.137
H 0.03219 -1.15177 -1.96949 1.522 -0.509 1.119
H 1.59464 -3.31882 -0.40708 -0.324 0.070 0.091
H 0.89697 -3.63277 -1.96607 -0.148 0.322 -0.052
H -1.36941 -3.07482 -1.21048 -0.081 -0.302 0.184
H -0.61464 -4.50718 -0.28406 -0.293 1.761 -0.411
H 0.18970 -3.94543 1.94366 -0.222 0.116 -0.197
H -0.54529 -2.70332 2.79495 -0.099 0.502 0.466
H 1.17808 1.08649 0.72253 0.127 -0.018 0.123
H 0.29920 0.90410 -2.15281 0.479 0.570 1.247
H 0.27031 3.00481 0.04832 0.339 0.694 0.547
H -0.24703 3.29058 -1.60496 -0.576 0.255 0.322
H -1.43894 0.89476 0.00352 0.156 1.184 -0.262
H -2.30084 1.88556 -1.16263 0.639 0.360 0.639
H -2.35151 3.78383 0.66110 0.007 0.525 -0.507
H -3.19058 2.35340 1.12314 0.769 0.050 -0.489
H -0.57671 3.39628 1.95930 -0.735 -0.665 0.315
H 0.70587 0.40760 2.96890 -0.700 1.157 -0.541
H -1.63011 -0.30924 2.27537 -0.372 0.182 0.221
H -2.78708 0.93249 2.68686 1.143 -0.653 -0.013
H 2.60545 0.42585 -2.34022 0.344 0.556 -0.372
N 2.13516 -1.28324 -2.28175 -2.058 -0.330 -1.732
N -0.55023 -3.25653 1.96903 0.120 -0.527 -0.680
N 1.17328 0.62913 -0.19661 -0.163 0.146 -0.028
N -1.36604 2.73034 2.05619 1.548 1.354 0.236
N 0.42629 1.32612 2.53810 -0.760 -0.468 0.536
N -1.81358 0.57801 2.75024 -1.193 -0.103 0.123
O 1.53167 -1.30296 0.93956 -0.355 0.784 -1.222
O -1.53083 -1.59344 0.81106 -0.826 1.257 -0.078
O 2.13436 3.40250 -1.94523 -0.300 -1.550 -0.033
O 2.90060 1.38591 -2.46141 -0.258 -0.949 0.157
```
Forces are in eV/Å.

Computed properties:
**M**: 302.3 g mol⁻¹
**HOMO level**: -8.87 eV
**Energy relative to the best compared isomer or geometry (same formula, charge and spin)**: 0.508 eV
**LUMO energy**: 0.39 eV
**Max |F|**: 2.71 eV Å⁻¹
**Net charge**: 0
**Gap between HOMO and LUMO**: 9.262 eV

So, what does the Mulliken scheme give us? The charges, in e, come out as:
1 C 0.733
2 C -0.094
3 C -0.963
4 C -0.900
5 C 0.489
6 C -0.069
7 C 0.397
8 C -1.123
9 C 0.516
10 C -1.412
11 C 0.561
12 H 0.280
13 H 0.246
14 H 0.193
15 H 0.346
16 H 0.420
17 H 0.343
18 H 0.361
19 H 0.237
20 H 0.245
21 H 0.492
22 H 0.270
23 H 0.371
24 H 0.522
25 H -0.263
26 H 0.476
27 H 0.456
28 H 0.307
29 H 0.366
30 H 0.220
31 H 0.220
32 H 0.296
33 H 0.512
34 N -0.654
35 N -0.393
36 N 0.065
37 N -0.274
38 N -0.830
39 N -0.511
40 O -0.678
41 O -0.620
42 O -0.610
43 O -0.546



[3]
Computed, not measured: a cluster of 3 separate species, C11H22NO10PS in total in a non-equilibrium geometry, with ωB97M-V/def2-TZVPD.

The geometry in XYZ format:
```
46
Properties=species:S:1:pos:R:3:forces:R:3
N -0.57572 -2.08063 0.51002 -0.941 1.855 -0.642
C -1.47805 -0.91583 0.96060 -0.189 0.249 0.130
C -0.73446 0.53573 1.13372 -0.230 -0.021 -0.872
C 0.78291 0.58483 0.44372 -1.112 1.302 0.729
O 1.82898 0.26389 1.43692 -1.691 -0.675 -0.218
O -2.11747 -1.54283 2.16504 -1.007 -2.104 -2.401
C -2.85094 -2.67596 1.50879 -0.343 -4.436 1.625
O -3.06323 -3.91542 2.02758 1.340 9.477 -3.907
O -3.29605 -2.18437 0.16241 0.848 -0.514 3.155
C -2.86944 -0.74833 0.07893 1.869 -2.578 -0.378
P -4.37365 0.13963 0.85098 -0.079 1.859 -0.260
S -4.05272 1.98525 1.38945 0.177 -0.073 -0.046
H -0.22170 -1.92631 -0.46021 -0.128 -0.209 1.381
H 0.18913 -2.25146 1.19916 -0.885 0.501 -0.921
H -1.38056 1.31505 0.50200 1.279 -1.627 1.715
H -0.72654 0.84014 2.26362 0.117 -0.408 -2.223
H 0.93155 1.72402 0.12860 -0.131 -2.490 0.783
H 0.86157 -0.03622 -0.54568 -0.088 0.904 2.073
H 1.46128 -0.26242 2.21033 0.381 1.016 -1.678
H -2.59764 -0.44682 -1.03302 -1.030 -0.646 2.202
H -5.40629 0.17071 -0.19420 1.017 -0.857 0.758
H -4.95988 -0.53515 1.98622 0.652 -0.486 -1.114
C 6.83726 -2.90468 3.92859 0.234 -0.441 -0.068
O 6.19363 -1.66393 4.21233 -0.359 0.618 -0.693
C 5.79469 -0.97752 3.11189 -0.020 0.025 -0.467
O 5.94204 -1.33234 1.95277 -0.192 0.467 1.677
O 5.20350 0.17210 3.52433 0.611 -1.089 -0.021
C 4.73054 1.00169 2.46495 -0.226 0.300 -0.559
H 7.11341 -3.36753 4.88009 -0.181 0.340 -0.058
H 6.15660 -3.58111 3.40159 0.185 0.189 -0.054
H 7.75049 -2.74182 3.34715 -0.265 -0.046 -0.038
H 3.96568 0.48149 1.87932 0.359 0.142 0.073
H 5.55955 1.32072 1.82501 -0.126 -0.175 0.055
H 4.27707 1.89182 2.90949 0.149 -0.300 0.186
C -3.16198 -0.27906 -5.25812 0.046 -0.498 0.076
O -3.31645 1.09163 -5.62087 0.294 0.827 0.683
C -2.90306 1.97000 -4.67280 0.080 0.039 0.200
O -2.43126 1.68094 -3.58421 -0.622 0.318 -1.402
O -3.10556 3.22570 -5.14550 0.110 -1.211 0.236
C -2.71328 4.26146 -4.24689 0.138 0.454 0.357
H -3.52383 -0.89135 -6.08878 0.015 0.389 0.042
H -2.10684 -0.51721 -5.08918 -0.208 0.085 0.120
H -3.75998 -0.51359 -4.37157 0.220 0.078 -0.070
H -1.64020 4.20488 -4.03739 -0.234 -0.092 0.083
H -3.29335 4.20845 -3.31992 0.225 -0.093 -0.108
H -2.91975 5.22177 -4.72726 -0.060 -0.366 -0.141
```
Forces are in eV/Å.

Computed properties:
**M**: 391.3 g mol⁻¹
**HOMO level**: -9.02 eV
**Energy relative to the best compared isomer or geometry (same formula, charge and spin)**: 6.186 eV
**LUMO energy**: 0.18 eV
**Max |F|**: 10.34 eV Å⁻¹
**Net charge**: 0
**Gap between HOMO and LUMO**: 9.202 eV

So, what does the Mulliken scheme give us? The charges, in e, come out as:
1 N -0.570
2 C 0.928
3 C -0.720
4 C -0.349
5 O -0.475
6 O -0.467
7 C 0.481
8 O -0.530
9 O -0.351
10 C -0.169
11 P 0.143
12 S -0.407
13 H 0.242
14 H 0.263
15 H 0.316
16 H 0.245
17 H 0.274
18 H 0.218
19 H 0.290
20 H 0.370
21 H 0.120
22 H 0.109
23 C -0.611
24 O -0.307
25 C 0.760
26 O -0.542
27 O -0.315
28 C -0.490
29 H 0.218
30 H 0.286
31 H 0.285
32 H 0.230
33 H 0.308
34 H 0.219
35 C -0.551
36 O -0.301
37 C 0.782
38 O -0.536
39 O -0.314
40 C -0.597
41 H 0.210
42 H 0.276
43 H 0.247
44 H 0.277
45 H 0.290
46 H 0.214



[4]
Computed, not measured: a cluster of 2 separate species, C11H23B3F4NO6 in total in a non-equilibrium geometry, with ωB97M-V/def2-TZVPD.

The geometry in XYZ format:
```
48
Properties=species:S:1:pos:R:3:forces:R:3
C 6.60167 -2.57633 -1.84541 -0.163 1.303 -0.701
C 6.29589 -0.98833 -1.89994 1.206 0.782 3.555
O 6.51389 -0.35323 -0.84328 -0.923 -1.547 -3.930
O 5.84192 -0.32542 -3.07198 -0.396 -1.752 1.993
C 4.41412 -0.60422 -3.30150 -0.145 0.397 -2.136
C 3.69759 0.81079 -3.51390 -0.315 0.016 1.272
B 2.14062 0.83548 -2.99404 1.009 1.079 -1.373
O 1.71374 2.11230 -2.41762 -0.899 -3.663 2.223
B 0.93685 1.68623 -1.26421 -1.031 0.848 -3.261
O -0.32553 1.00938 -1.60439 3.322 -1.749 -0.018
B 0.11468 -0.21160 -2.26706 -0.050 0.672 -0.726
C -0.86581 -1.51256 -1.98368 0.055 0.355 -1.130
F -1.06394 -1.53532 -0.55123 -0.067 -0.654 -2.280
F -0.34482 -2.72109 -2.49001 -1.037 1.983 1.570
C -2.23621 -1.18733 -2.77548 0.328 -0.871 0.292
F -1.83090 -0.81275 -4.08878 -0.891 -1.085 2.262
F -3.07663 -2.33943 -2.77435 1.687 2.668 -0.350
O 1.25486 -0.29980 -3.12453 -0.919 1.942 2.733
H 6.84012 -2.88114 -0.77443 -0.652 0.640 -1.471
H 5.67803 -3.08707 -2.26658 1.459 0.209 0.431
H 7.55137 -2.75620 -2.45290 -1.538 0.071 0.483
H 3.95132 -1.25180 -2.48897 0.645 0.957 -0.921
H 4.37576 -1.14974 -4.31492 -0.142 0.451 1.725
H 4.25540 1.55814 -2.83521 -0.837 -1.043 -1.121
H 3.76104 1.21646 -4.58048 0.076 -0.764 1.366
H 1.29613 1.81520 -0.14998 -0.098 0.197 0.183
H -2.74197 -0.27616 -2.32266 0.264 -1.388 -0.600
C -4.11386 0.81306 1.91159 0.282 -0.278 -0.189
N -2.76660 0.68843 2.59859 -0.058 0.145 -0.004
C -1.70752 1.21648 1.65341 -0.265 -0.182 0.288
C -2.48292 -0.76464 2.88491 -0.086 0.341 -0.033
C -2.71600 1.53523 3.88098 -0.498 -0.283 -0.173
C -3.69710 1.11203 4.97302 -0.247 -0.116 0.038
O -5.03831 1.21268 4.51916 0.008 -0.079 -0.016
H -4.01628 0.42284 0.89492 0.151 0.098 0.150
H -4.84801 0.21182 2.44227 0.091 0.305 0.063
H -4.39597 1.86550 1.88298 -0.032 -0.178 0.075
H -1.73050 0.62055 0.73971 0.045 0.079 0.109
H -0.73441 1.12691 2.13798 -0.097 0.031 -0.061
H -1.93216 2.26041 1.43249 0.033 -0.105 0.028
H -3.28387 -1.16926 3.50275 0.105 0.066 -0.068
H -1.52507 -0.83452 3.40210 -0.094 -0.029 -0.074
H -2.44534 -1.30168 1.93574 0.034 0.090 0.094
H -2.91908 2.56366 3.57129 0.022 -0.136 -0.011
H -1.69359 1.47142 4.25917 -0.101 -0.028 -0.036
H -3.57746 1.77704 5.83317 0.436 0.005 -0.086
H -3.50756 0.08896 5.30900 0.255 0.035 0.029
H -5.61765 0.90859 5.23225 0.068 0.168 -0.194
```
Forces are in eV/Å.

Computed properties:
**M**: 373.7 g mol⁻¹
**HOMO level**: -11.85 eV
**LUMO energy**: -2.68 eV
**Max |F|**: 4.38 eV Å⁻¹
**Net charge**: +1
**Gap between HOMO and LUMO**: 9.168 eV

So, what does the Mulliken scheme give us? The charges, in e, come out as:
1 C -0.728
2 C 0.602
3 O -0.536
4 O -0.320
5 C -0.373
6 C -0.563
7 B 0.229
8 O -0.354
9 B 0.603
10 O -0.310
11 B 0.239
12 C 0.691
13 F -0.226
14 F -0.280
15 C 0.276
16 F -0.243
17 F -0.266
18 O -0.401
19 H 0.290
20 H 0.273
21 H 0.261
22 H 0.354
23 H 0.200
24 H 0.231
25 H 0.322
26 H -0.098
27 H 0.144
28 C -0.812
29 N 0.138
30 C -1.011
31 C -0.856
32 C -0.452
33 C -0.607
34 O -0.498
35 H 0.288
36 H 0.413
37 H 0.359
38 H 0.318
39 H 0.407
40 H 0.378
41 H 0.387
42 H 0.361
43 H 0.320
44 H 0.394
45 H 0.357
46 H 0.414
47 H 0.364
48 H 0.320